DFT (ωB97M-V/def2-TZVPD) results for a 5-piece molecular cluster, C43H74Br2N6O9S3 overall.

- Strongest force on any atom: 0.018 Eh/bohr
- SMILES string: CC(C)CC[C@@H](CC(=O)Br)O[C@H](CCCSC(=S)N1CCOCC1)[C@](CCC(N)=O)(O[C@@H](CCO)CC(=O)Br)S(C)(=O)=O.CCCC#N.CCCC#N.CCCC#N.CCCC#N
- Calculated total energy: -9031.08045 hartree

```
137
C43H74Br2N6O9S3 (ωB97M-V/def2-TZVPD)
Br -2.1734 -1.8651 5.8618
Br -1.7176 -6.8039 2.1758
S 3.0883 -2.8110 0.2323
S -0.4887 -1.3786 -1.4235
S 2.7051 -4.5214 -2.1902
O -3.8990 -5.4002 1.3327
O -3.5059 -3.6932 4.3088
O 0.4670 -1.1188 -0.3829
O -0.0130 -2.0516 -2.6049
O 4.9225 -0.1669 -3.8570
O -1.7403 -1.2368 1.2814
O -1.8785 -3.5870 -1.4600
O -2.6663 -2.2024 -4.0365
O -1.9838 -5.1025 -4.7411
N 3.5143 -1.9563 -2.1918
N -3.5123 3.4113 5.4714
N -3.7440 -0.1912 -4.0452
N 3.3753 4.2472 2.5369
N 5.9042 6.9550 4.3594
N 2.0168 -6.8885 -9.8595
C -2.8784 -5.8312 0.9286
C -1.2081 1.2830 1.8500
C 3.4775 5.1058 5.0011
C -0.3237 -3.2252 1.2539
C 3.1065 -3.0895 -1.5062
C -3.4276 -1.4441 -3.4892
C 0.2418 3.3491 1.7756
C -0.2616 -4.7666 -8.3101
C 1.1160 4.3001 5.5027
C -2.4166 5.6038 6.3716
C 6.0487 6.7154 3.2443
C -2.2339 3.6004 1.8040
C -1.0628 2.7529 2.3128
C -3.1892 6.8412 5.8938
C -3.2979 -5.0290 -2.6878
C -2.9068 -4.5637 -1.2875
C -3.2568 -1.6301 -0.8618
C 6.5103 7.6619 1.0016
C 0.2927 -4.9325 -9.7306
C -2.1241 -5.6830 -3.4455
C 1.2554 -6.0296 -9.8122
C -3.2602 -1.5879 3.1699
C 5.0720 -0.1326 -2.4607
C -4.0972 -1.6886 -2.1575
C -2.4439 -5.8129 -0.4982
C 4.8859 -1.5186 -1.8746
C 6.2247 6.4022 1.8280
C -1.9081 -2.3959 -0.7349
C -1.0869 0.2087 -1.9297
C 5.3793 8.6810 1.0701
C 2.5883 4.2281 5.8946
C -1.8775 -1.0888 2.6732
C -0.9972 -6.0013 -7.8051
C 0.5568 -4.0413 0.2966
C 3.6223 -0.6071 -4.1952
C 3.3168 -1.9908 -3.6490
C 3.4242 4.6584 3.6104
C -1.6379 0.4005 3.0226
C -1.6380 -2.5636 0.7799
C -3.0195 4.3710 5.8673
C -3.2198 6.9793 4.3779
C -3.1237 -2.5794 4.2851
C 2.0042 -4.1222 0.7905
H 5.2310 9.0404 2.0894
H 4.3119 0.5128 -2.0073
H -3.3585 -0.1664 -4.9847
H -1.3916 -6.0307 -0.6243
H -0.1747 0.8034 -1.9182
H -3.6252 -4.2040 -3.3099
H -2.4813 -3.1495 1.1597
H 0.9549 3.9452 4.4844
H -0.5736 -3.8770 2.0917
H 2.7041 4.5540 6.9292
H 0.2888 -2.4316 1.6790
H 7.0441 5.6882 1.7413
H 4.4398 8.2479 0.7223
H -3.8843 -2.0783 -0.0905
H 5.0310 -1.4823 -0.7981
H -3.7853 -4.1895 -0.7620
H -1.4001 -5.8251 -6.8091
H -1.3842 5.6412 6.0257
H -1.1992 -5.5534 -2.8885
H -3.8698 -0.7727 3.5514
H -1.1124 -1.6485 3.2140
H 2.2756 -2.2359 -3.8261
H -1.8276 -6.2598 -8.4664
H 0.5589 -4.5257 -7.6314
H -3.7988 -2.1341 2.3988
H -4.7452 -0.0439 -4.1078
H 4.5156 5.0688 5.3205
H -1.9744 1.2540 1.0793
H 3.5543 -0.5989 -5.2787
H -3.7321 6.1373 3.9142
H -0.8803 0.4684 3.8014
H 3.9778 -2.7278 -4.1110
H -3.1401 -0.6017 -0.5576
H -4.6558 -2.6217 -2.1783
H 2.8797 0.0845 -3.7783
H -2.5403 0.8426 3.4431
H -0.2640 0.9287 1.4438
H 0.5046 3.6849 6.1647
H 0.7582 5.3303 5.5661
H 5.3162 5.9072 1.4799
H 1.0950 2.7109 1.9824
H 6.0620 0.2455 -2.2183
H 5.6031 9.5452 0.4453
H 7.4388 8.1196 1.3473
H -4.1257 -5.7296 -2.5748
H 2.4270 -5.0710 0.4687
H -1.2584 -4.4718 -4.6795
H -0.3294 -6.8625 -7.7467
H -0.5176 -5.1387 -10.4319
H -2.4037 5.5634 7.4610
H -1.7776 0.6624 -1.2312
H -2.3339 -6.7396 -3.5993
H -4.2094 6.7986 6.2785
H -1.9575 4.6512 1.7203
H -3.7471 7.8876 4.0868
H 0.1430 3.4918 0.6984
H -2.9829 -6.6631 -0.9230
H -1.0703 2.7977 3.4022
H 2.0422 -4.1313 1.8791
H 0.3924 4.3418 2.1983
H -0.9395 -3.9109 -8.3059
H 3.1626 6.1486 5.0461
H 6.6700 7.3604 -0.0344
H -3.1081 3.5227 2.4483
H 0.7931 -4.0209 -10.0589
H -1.4739 0.1853 -2.9397
H -2.2101 7.0294 3.9658
H -2.7198 7.7238 6.3313
H 2.9363 3.1951 5.8451
H -4.8478 -0.9066 -2.0464
H -2.5370 3.2806 0.8065
H 0.5131 -3.7264 -0.7374
H 0.2253 -5.0762 0.3206
H 5.6021 -2.2192 -2.3143
```

Löwdin atomic charge list, values in e, 99 entries: atom 1 (Br): 0.700, atom 2 (Br): 0.719, atom 3 (S): 0.946, atom 4 (S): 0.708, atom 5 (S): 0.733, atom 6 (O): 0.054, atom 7 (O): 0.064, atom 8 (O): -0.302, atom 9 (O): -0.296, atom 10 (O): -0.121, atom 11 (O): -0.120, atom 12 (O): -0.063, atom 13 (O): 0.092, atom 14 (O): -0.075, atom 15 (N): -0.193, atom 16 (N): 0.157, atom 17 (N): 0.132, atom 18 (N): 0.168, atom 19 (N): 0.161, atom 20 (N): 0.142, atom 21 (C): -0.794, atom 22 (C): -0.158, atom 23 (C): -0.204, atom 24 (C): -0.115, atom 25 (C): -1.058, atom 26 (C): -0.518, atom 27 (C): -0.099, atom 28 (C): -0.261, atom 29 (C): -0.105, atom 30 (C): -0.184, atom 31 (C): -0.228, atom 32 (C): -0.078, atom 33 (C): -0.416, atom 34 (C): -0.256, atom 35 (C): -0.105, atom 36 (C): -0.287, atom 37 (C): -0.092, atom 38 (C): -0.258, atom 39 (C): -0.197, atom 40 (C): -0.210, atom 41 (C): -0.245, atom 42 (C): -0.108, atom 43 (C): -0.198, atom 44 (C): -0.071, atom 45 (C): -0.119, atom 46 (C): -0.157, atom 47 (C): -0.187, atom 48 (C): -0.379, atom 49 (C): -0.107, atom 50 (C): -0.110, atom 51 (C): -0.244, atom 52 (C): -0.322, atom 53 (C): -0.102, atom 54 (C): -0.264, atom 55 (C): -0.186, atom 56 (C): -0.187, atom 57 (C): -0.229, atom 58 (C): -0.116, atom 59 (C): -0.251, atom 60 (C): -0.232, atom 61 (C): -0.107, atom 62 (C): -0.767, atom 63 (C): -0.499, atom 64 (H): 0.070, atom 65 (H): 0.130, atom 66 (H): 0.105, atom 67 (H): 0.102, atom 68 (H): 0.080, atom 69 (H): 0.094, atom 70 (H): 0.128, atom 71 (H): 0.051, atom 72 (H): 0.100, atom 73 (H): 0.109, atom 74 (H): 0.113, atom 75 (H): 0.121, atom 76 (H): 0.078, atom 77 (H): 0.121, atom 78 (H): 0.090, atom 79 (H): 0.139, atom 80 (H): 0.043, atom 81 (H): 0.088, atom 82 (H): 0.120, atom 83 (H): 0.124, atom 84 (H): 0.115, atom 85 (H): 0.095, atom 86 (H): 0.078, atom 87 (H): 0.111, atom 88 (H): 0.118, atom 89 (H): 0.096, atom 90 (H): 0.094, atom 91 (H): 0.095, atom 92 (H): 0.127, atom 93 (H): 0.066, atom 94 (H): 0.115, atom 95 (H): 0.116, atom 96 (H): 0.099, atom 97 (H): 0.115, atom 98 (H): 0.125, atom 99 (H): 0.109


DFT (ωB97M-V/def2-TZVPD) results for a 11-piece molecular cluster, C43H81N3O17 overall.

- Strongest force on any atom: 0.039 Eh/bohr
- SMILES string: CCOC(C)=O.CCOC(C)=O.CCOC(C)=O.CCOC(C)=O.CCOC(C)=O.CCOC(C)=O.CCOC(C)=O.O=C1OCCO1.CCCC#N.CCCC#N.CCCC#N
- Calculated total energy: -3130.46536 hartree

```
144
C43H81N3O17 (ωB97M-V/def2-TZVPD)
O 3.1904 0.0228 3.5576
O -2.9659 0.9449 -1.5641
O 5.5458 -4.8368 0.7629
O -1.8396 4.1019 4.6631
O 2.1383 3.5323 -6.0421
O -3.6215 3.3840 3.5224
O 0.1668 5.5485 0.7820
O -1.6683 4.3082 0.6892
O 1.3945 -4.3433 0.7586
O 5.1928 0.6424 4.3349
O -4.5766 -0.9433 1.5249
O -0.5002 -3.6687 1.6598
O 5.8052 -2.8677 -0.2602
O -0.4419 -4.1442 -0.5161
O 2.1701 1.4442 -6.8283
O -3.5443 2.9861 -2.2434
O -3.0515 -1.1134 3.1781
N -6.0815 -1.1456 -1.2943
N 1.3888 0.7677 -2.3113
N -0.2439 -4.1658 -3.8855
C 5.4698 -0.6572 4.9066
C 0.7037 0.0664 -1.7118
C 0.4019 -3.7717 2.7742
C -1.9836 1.7683 -3.5704
C -2.3488 3.3246 3.9143
C -4.3267 0.4406 1.3334
C -3.9363 -1.5742 2.5034
C -4.3747 -3.0169 2.5754
C -3.7125 -2.1071 -1.7824
C 1.5708 0.9957 -5.6260
C 3.6802 2.3211 3.5826
C -1.6999 2.0953 3.3596
C 0.7964 -3.7333 -3.6987
C -0.5903 4.5964 0.2455
C 2.1221 -3.1567 -3.4575
C 5.9114 -4.1905 -0.1774
C 4.8113 -0.7823 0.4565
C 6.8415 -0.4991 5.5367
C -4.3643 3.1822 -1.0787
C -5.0368 -1.5697 -1.5077
C 2.9434 3.1576 -8.2653
C 2.3576 2.7599 -6.9400
C -2.8425 1.8677 -2.3385
C 5.1316 -2.2170 0.8024
C 0.1018 -4.0603 0.5309
C 6.6141 -4.7908 -1.3701
C 1.3508 -0.5198 -5.6726
C 0.0609 5.7476 2.2144
C 2.7771 -3.7538 -2.2248
C 1.7458 -4.0342 2.0970
C -0.4478 -0.2233 0.5374
C -3.6729 -3.6578 -1.6812
C 4.0001 0.8810 3.8135
C -0.0553 4.0266 -1.0221
C -0.1407 -0.7656 -0.8529
C -5.5211 1.2973 1.7236
C 0.7838 0.3358 1.2122
C -5.8413 4.2582 3.9693
C 2.9326 -5.2782 -2.1947
C 1.0483 4.8502 2.9291
C -4.3530 4.5005 3.9983
C -5.6906 2.4705 -1.1519
C -4.4313 -4.2879 -2.8310
H 5.5350 -1.4100 4.1206
H -1.9443 0.7287 -3.8816
H 0.4749 -0.6626 -6.3037
H 2.7312 2.4346 3.0750
H -0.6229 2.1712 3.4947
H -2.6218 -3.9420 -1.6950
H -6.1663 4.2236 2.9175
H 0.2275 6.8058 2.3830
H -4.0995 0.6847 0.2934
H -3.0127 -1.7292 -1.0407
H -6.2288 2.7628 -2.0555
H 3.6776 -5.5516 -2.9525
H 2.1603 1.2943 -4.7609
H 1.2710 1.1908 0.7511
H -2.5012 2.3068 -4.3677
H 4.2180 -0.7072 -0.4628
H 5.7117 -0.2129 0.2130
H 6.7612 -4.0044 -2.1079
H -0.9128 -1.0272 1.1073
H 2.0535 4.9692 2.5201
H 6.7822 0.2998 6.2809
H -5.1359 -3.2101 1.8180
H 1.5011 -0.4932 1.3162
H -3.9675 -3.9989 -3.7827
H 2.2643 -4.8798 2.5459
H -1.0683 -0.8990 -1.4112
H -6.3611 1.1205 1.0497
H -5.7975 1.0520 2.7488
H 3.2411 4.1987 -8.2376
H 0.1098 2.9529 -0.8608
H 0.0600 -4.6135 3.3761
H 5.7965 -2.2104 1.6728
H 2.2409 -1.0533 -5.9902
H 4.2103 -2.7119 1.1125
H 4.6687 -0.8301 5.6209
H 0.5667 1.4017 -5.4711
H -4.0947 4.7239 5.0389
H -3.4055 -1.8780 -2.8020
H -3.4390 0.7317 1.8912
H 2.0138 -5.6960 -2.6190
H 2.7456 -3.2501 -4.3546
H 1.0419 5.1906 3.9664
H -6.2493 3.3568 4.4225
H -1.7894 2.0578 2.2671
H 2.1705 -3.4846 -1.3574
H -0.6878 4.1168 -1.8964
H -3.7535 2.9221 -0.2104
H -3.5090 -3.6453 2.4067
H 3.6657 2.8205 4.5550
H 2.4629 -3.2169 2.1622
H 3.7591 -3.2922 -2.0829
H 4.2379 -0.3316 1.2621
H 0.7577 3.8072 2.8308
H 3.1736 -5.6988 -1.2279
H 0.5931 0.5443 2.2695
H -5.2714 2.3473 1.5836
H -4.3801 -5.3768 -2.8126
H 2.0172 -2.0709 -3.4220
H 7.5564 -5.2048 -1.0218
H 0.3868 -1.7176 -0.7677
H 3.8170 2.5200 -8.4074
H -6.4128 5.1031 4.3573
H -5.5630 1.3877 -1.1831
H -1.2059 0.5660 0.4939
H 1.0368 -0.8052 -4.6718
H 7.5679 -0.2018 4.7825
H -0.9592 5.4536 2.4650
H -4.8953 -3.2759 3.4973
H 0.2903 -2.8598 3.3544
H -4.5002 4.2620 -1.0165
H -4.0626 -3.9466 -0.7017
H 0.9689 4.3704 -1.1743
H 7.2291 -1.3644 6.0728
H -0.9925 2.1935 -3.4365
H -5.4644 -3.9462 -2.9239
H 4.4230 2.8692 2.9988
H -6.3252 2.6796 -0.2907
H -2.1280 1.1677 3.7325
H 5.9990 -5.5797 -1.7941
H 2.1887 3.0630 -9.0454
H -4.0814 5.3871 3.4256
```

Löwdin atomic charge list, values in e, 99 entries: atom 1 (O): 0.077, atom 2 (O): 0.069, atom 3 (O): 0.103, atom 4 (O): 0.109, atom 5 (O): 0.101, atom 6 (O): -0.001, atom 7 (O): -0.004, atom 8 (O): 0.098, atom 9 (O): 0.055, atom 10 (O): -0.011, atom 11 (O): -0.004, atom 12 (O): 0.050, atom 13 (O): -0.001, atom 14 (O): 0.156, atom 15 (O): 0.001, atom 16 (O): 0.010, atom 17 (O): 0.084, atom 18 (N): 0.175, atom 19 (N): 0.189, atom 20 (N): 0.167, atom 21 (C): -0.195, atom 22 (C): -0.209, atom 23 (C): -0.075, atom 24 (C): 0.029, atom 25 (C): -0.554, atom 26 (C): -0.215, atom 27 (C): -0.534, atom 28 (C): 0.031, atom 29 (C): -0.181, atom 30 (C): -0.244, atom 31 (C): 0.028, atom 32 (C): 0.024, atom 33 (C): -0.236, atom 34 (C): -0.546, atom 35 (C): -0.185, atom 36 (C): -0.569, atom 37 (C): -0.048, atom 38 (C): -0.067, atom 39 (C): -0.203, atom 40 (C): -0.232, atom 41 (C): 0.021, atom 42 (C): -0.555, atom 43 (C): -0.526, atom 44 (C): -0.229, atom 45 (C): -0.600, atom 46 (C): 0.029, atom 47 (C): -0.056, atom 48 (C): -0.186, atom 49 (C): -0.248, atom 50 (C): -0.102, atom 51 (C): -0.228, atom 52 (C): -0.243, atom 53 (C): -0.566, atom 54 (C): 0.039, atom 55 (C): -0.158, atom 56 (C): -0.056, atom 57 (C): -0.095, atom 58 (C): -0.074, atom 59 (C): -0.082, atom 60 (C): -0.061, atom 61 (C): -0.230, atom 62 (C): -0.066, atom 63 (C): -0.107, atom 64 (H): 0.112, atom 65 (H): 0.086, atom 66 (H): 0.083, atom 67 (H): 0.061, atom 68 (H): 0.069, atom 69 (H): 0.080, atom 70 (H): 0.070, atom 71 (H): 0.125, atom 72 (H): 0.079, atom 73 (H): 0.091, atom 74 (H): 0.089, atom 75 (H): 0.073, atom 76 (H): 0.098, atom 77 (H): 0.075, atom 78 (H): 0.093, atom 79 (H): 0.077, atom 80 (H): 0.085, atom 81 (H): 0.086, atom 82 (H): 0.105, atom 83 (H): 0.080, atom 84 (H): 0.080, atom 85 (H): 0.081, atom 86 (H): 0.068, atom 87 (H): 0.076, atom 88 (H): 0.135, atom 89 (H): 0.096, atom 90 (H): 0.069, atom 91 (H): 0.087, atom 92 (H): 0.083, atom 93 (H): 0.071, atom 94 (H): 0.131, atom 95 (H): 0.124, atom 96 (H): 0.080, atom 97 (H): 0.100, atom 98 (H): 0.128, atom 99 (H): 0.113